17
Properties=species:S:1:pos:R:3:forces:R:3:lowdin_charge:R:1 method="wB97M-V/def2-TZVPD" charge=+1 e_homo_ev=-12.8068 relative_energy_kj_mol=146.8 orbital_gap_ev=8.116
C -0.524 0.223 -2.595 0.35 -0.39 -0.72 -0.197
C 0.423 -0.703 -2.894 -0.16 0.18 0.18 -0.357
C 0.157 -0.196 -0.559 0.25 -0.39 -1.38 -0.605
C -0.539 0.662 1.608 -0.12 0.10 -0.13 -0.701
N -0.670 0.501 -1.279 0.00 0.10 0.89 0.031
N -1.482 1.415 1.075 0.14 -0.05 0.07 0.168
N 0.220 -0.080 0.802 3.44 -3.03 2.89 -0.007
N 1.421 -1.141 1.656 -2.82 2.60 -1.67 0.167
S -0.298 0.660 3.315 -0.35 0.33 0.31 0.963
S 1.192 -1.272 -1.468 -0.52 0.55 0.34 1.084
H -1.143 0.746 -3.302 -0.04 -0.02 -0.18 0.122
H 0.718 -1.082 -3.850 0.04 -0.07 -0.28 0.076
H -1.582 1.397 0.051 0.01 0.04 0.15 0.100
H -2.038 2.026 1.650 -0.01 -0.04 0.06 0.131
H 0.686 -0.248 3.266 0.04 -0.04 0.01 -0.118
H 2.294 -0.847 1.221 -0.06 0.16 -0.27 0.075
H 1.166 -2.061 1.303 -0.20 -0.03 -0.26 0.070

=====

128
Properties=species:S:1:pos:R:3:forces:R:3:lowdin_charge:R:1 method="wB97M-V/def2-TZVPD" charge=0 e_homo_ev=-9.1982 smiles="COCCC[C@@]1(CCCC(=O)O)C[C@@H](CC(C)C)NC1=O.C[C@@H]1COC(=O)O1.C[C@@H]1COC(=O)O1.C[C@@H]1COC(=O)O1.C[C@@H]1COC(=O)O1.C[C@@H]1COC(=O)O1.C[C@@H]1COC(=O)O1" orbital_gap_ev=9.544
C -1.561 -2.837 -0.858 -0.31 0.04 -0.23 -0.086
O -0.903 -2.690 -2.105 0.03 -0.06 0.31 -0.159
C -0.121 -1.527 -2.230 0.37 0.44 -0.58 -0.240
C -0.865 -0.322 -2.813 -0.02 -0.59 0.58 -0.141
C -1.794 0.280 -1.757 0.34 0.26 -0.14 -0.125
C -2.274 1.728 -1.953 -1.04 -0.70 0.54 -0.319
C -1.317 2.699 -2.660 0.48 0.34 0.15 -0.125
C -0.297 3.412 -1.764 0.25 -0.11 -0.20 -0.154
C 0.606 2.470 -0.952 0.18 0.33 -0.39 -0.081
C 1.302 3.163 0.182 0.82 0.24 0.14 -0.485
O 2.509 3.202 0.303 -0.77 -0.22 0.12 0.091
O 0.472 3.781 1.063 -0.32 -0.67 -0.32 0.101
C -3.684 1.783 -2.620 0.56 1.15 -1.20 -0.048
C -4.576 2.737 -1.778 0.63 -0.70 0.40 -0.257
C -5.598 2.100 -0.831 -0.58 0.14 -0.53 -0.140
C -6.865 1.503 -1.464 0.03 -0.60 0.51 -0.396
C -6.623 0.106 -2.081 -0.04 0.33 -0.21 -0.058
C -7.936 1.365 -0.366 0.21 0.19 -0.15 -0.082
N -3.541 3.379 -0.933 -0.16 -0.05 0.21 0.110
C -2.637 2.372 -0.605 0.15 -0.15 0.42 -0.434
O -2.269 2.058 0.515 -0.07 0.51 -0.88 0.094
H -1.428 -3.855 -0.508 0.05 -0.04 0.08 0.064
H -2.632 -2.650 -0.975 -0.09 0.00 0.02 0.084
H -1.190 -2.133 -0.114 0.18 -0.01 0.09 0.079
H 0.338 -1.235 -1.284 -0.04 -0.15 0.20 0.101
H 0.708 -1.761 -2.900 -0.01 -0.23 -0.07 0.125
H -1.421 -0.683 -3.677 -0.03 0.22 -0.22 0.125
H -0.088 0.361 -3.147 -0.04 0.22 -0.05 0.101
H -1.299 0.230 -0.785 0.03 -0.07 0.06 0.096
H -2.660 -0.374 -1.683 -0.18 0.03 0.16 0.113
H -0.758 2.218 -3.460 -0.19 -0.27 -0.10 0.111
H -1.909 3.474 -3.143 -0.08 0.07 0.00 0.110
H 0.365 3.968 -2.432 0.00 0.17 -0.01 0.113
H -0.762 4.165 -1.131 -0.24 -0.15 0.19 0.113
H 0.067 1.609 -0.569 -0.15 0.10 0.29 0.105
H 1.398 2.094 -1.595 0.04 -0.13 -0.04 0.129
H 0.812 3.635 1.953 0.31 0.39 0.20 0.119
H -3.516 2.296 -3.571 -0.22 -0.10 -0.13 0.114
H -4.121 0.842 -2.915 0.02 -0.26 0.46 0.095
H -5.066 3.441 -2.444 -0.09 0.26 0.12 0.141
H -5.931 2.909 -0.177 0.03 0.07 0.14 0.109
H -5.145 1.347 -0.184 0.26 -0.06 -0.01 0.135
H -7.245 2.158 -2.246 0.09 0.26 -0.02 0.128
H -7.164 0.001 -3.018 -0.06 -0.13 -0.07 0.079
H -6.953 -0.684 -1.412 -0.05 -0.08 0.09 0.072
H -5.575 -0.071 -2.288 0.04 -0.09 -0.05 0.044
H -8.937 1.307 -0.786 -0.11 -0.13 0.00 0.078
H -7.739 0.463 0.209 -0.09 -0.10 0.10 0.073
H -7.903 2.195 0.337 -0.13 0.19 -0.06 0.068
H -3.883 3.911 -0.144 -0.08 -0.10 0.13 0.137
C -0.737 6.079 -5.452 -0.19 -0.21 0.14 -0.018
C 0.130 5.068 -6.160 -0.16 0.26 0.13 -0.335
C 0.480 5.407 -7.590 0.12 -0.02 -0.08 -0.095
O 0.690 4.108 -8.159 -0.06 0.10 0.02 0.064
C -0.061 3.224 -7.455 -0.01 0.11 0.06 -0.564
O -0.259 2.101 -7.771 -0.04 -0.18 -0.05 0.175
O -0.556 3.815 -6.336 0.14 -0.03 0.03 0.072
H -0.838 5.829 -4.395 0.03 0.01 0.00 0.075
H -0.301 7.075 -5.527 0.04 0.00 -0.01 0.092
H -1.739 6.093 -5.882 0.04 0.05 -0.11 0.094
H 1.035 4.868 -5.579 0.05 -0.01 -0.06 0.158
H 1.376 6.013 -7.686 0.07 -0.13 -0.07 0.139
H -0.347 5.888 -8.118 -0.04 0.03 0.07 0.141
C -0.402 -9.625 -0.522 -0.20 -0.11 0.22 -0.022
C -0.989 -8.238 -0.593 0.18 -0.23 -0.02 -0.328
C 0.018 -7.112 -0.603 0.02 0.13 -0.12 -0.086
O -0.740 -6.035 -0.034 0.12 -0.14 0.06 0.038
C -1.681 -6.579 0.776 0.06 -0.11 -0.07 -0.567
O -2.351 -5.962 1.536 -0.10 0.11 0.12 0.168
O -1.744 -7.919 0.593 -0.06 0.06 -0.10 0.085
H -1.177 -10.380 -0.650 0.01 0.01 -0.02 0.086
H 0.342 -9.762 -1.307 0.00 0.03 -0.03 0.091
H 0.065 -9.795 0.448 0.09 0.09 -0.02 0.092
H -1.668 -8.152 -1.446 0.01 0.07 -0.01 0.160
H 0.365 -6.846 -1.598 -0.08 0.15 0.02 0.143
H 0.876 -7.311 0.043 -0.01 -0.09 0.00 0.140
C 0.657 -0.660 2.768 0.00 0.04 -0.32 -0.014
C 1.301 -1.883 2.167 -0.24 0.36 0.27 -0.317
C 2.634 -2.279 2.749 0.08 -0.10 0.06 -0.080
O 3.253 -2.949 1.633 -0.02 0.06 0.06 0.056
C 2.729 -2.421 0.499 -0.11 0.04 0.16 -0.565
O 3.145 -2.619 -0.594 0.08 -0.03 -0.17 0.162
O 1.665 -1.636 0.794 0.09 -0.24 -0.16 0.061
H -0.348 -0.522 2.373 -0.03 -0.01 0.03 0.081
H 0.589 -0.744 3.850 0.01 -0.04 0.04 0.090
H 1.230 0.234 2.519 0.10 -0.02 0.11 0.094
H 0.605 -2.727 2.180 0.07 -0.07 -0.03 0.160
H 2.552 -2.945 3.603 0.07 -0.10 -0.08 0.126
H 3.248 -1.417 3.020 -0.05 0.04 0.01 0.149
C -4.085 2.562 6.185 0.17 0.24 0.14 -0.021
C -3.063 2.284 5.111 -0.26 -0.02 0.16 -0.326
C -2.748 0.825 4.884 0.01 -0.08 -0.14 -0.084
O -1.408 0.888 4.375 -0.11 0.04 0.22 0.037
C -0.834 2.010 4.874 -0.28 -0.01 -0.07 -0.562
O 0.321 2.268 4.788 0.26 0.08 -0.07 0.163
O -1.763 2.791 5.472 0.04 0.00 -0.12 0.088
H -4.353 3.617 6.200 -0.02 -0.01 -0.02 0.086
H -4.991 1.982 6.005 0.00 -0.02 -0.04 0.091
H -3.688 2.310 7.168 0.00 -0.13 -0.03 0.093
H -3.352 2.764 4.172 0.04 -0.06 -0.05 0.159
H -3.406 0.348 4.162 0.14 -0.01 -0.11 0.141
H -2.740 0.247 5.811 -0.05 0.06 0.05 0.142
C 5.463 3.978 1.544 0.14 0.12 0.28 -0.019
C 6.626 4.274 0.635 -0.27 -0.13 0.14 -0.327
C 6.919 3.208 -0.394 0.05 0.01 -0.13 -0.093
O 8.322 3.400 -0.633 -0.08 -0.06 0.02 0.058
C 8.859 3.931 0.494 -0.17 0.00 0.03 -0.571
O 10.022 4.043 0.698 0.19 0.02 0.03 0.164
O 7.880 4.311 1.349 0.03 0.09 -0.12 0.081
H 5.233 4.842 2.168 0.00 0.01 -0.02 0.088
H 4.576 3.731 0.964 0.03 0.01 -0.01 0.055
H 5.696 3.148 2.213 0.03 -0.09 -0.11 0.096
H 6.497 5.247 0.153 0.04 -0.02 -0.06 0.157
H 6.357 3.329 -1.316 0.13 0.03 -0.07 0.138
H 6.767 2.200 -0.003 -0.06 0.02 0.06 0.141
C 5.724 -7.344 4.032 -0.22 -0.09 0.21 -0.022
C 5.217 -5.935 3.859 0.16 -0.25 -0.03 -0.327
C 6.280 -4.861 3.873 0.02 0.10 -0.09 -0.087
O 5.543 -3.723 4.341 0.09 -0.06 0.04 0.062
C 4.523 -4.181 5.102 0.03 -0.09 -0.03 -0.581
O 3.828 -3.497 5.779 -0.12 0.09 0.08 0.158
O 4.399 -5.524 4.975 -0.01 0.06 -0.14 0.085
H 4.921 -8.065 3.882 0.01 0.01 -0.02 0.085
H 6.512 -7.555 3.309 0.00 0.03 -0.03 0.091
H 6.114 -7.492 5.039 0.10 0.08 -0.02 0.093
H 4.604 -5.854 2.957 0.02 0.08 -0.01 0.158
H 6.706 -4.660 2.893 -0.09 0.15 0.00 0.142
H 7.079 -5.073 4.586 -0.01 -0.08 0.00 0.141

=====

8
Properties=species:S:1:pos:R:3:forces:R:3:lowdin_charge:R:1 method="wB97M-V/def2-TZVPD" charge=0 e_homo_ev=-10.1120 relative_energy_kj_mol=77.8 orbital_gap_ev=9.828
Si 0.694 0.924 -0.526 0.57 -0.12 -0.23 -0.016
Si -0.593 -0.707 0.485 0.06 -2.89 2.39 -0.480
Br 2.579 -0.026 -1.209 0.04 -0.08 -0.01 0.234
Br -1.844 -1.826 -0.980 0.25 0.19 -0.05 0.218
Br -2.000 0.278 1.914 0.12 0.17 -0.18 0.200
H 1.054 1.965 0.428 -0.04 0.20 0.24 -0.093
H 0.047 1.472 -1.717 -0.27 0.05 -0.06 -0.084
H 0.062 -2.080 1.605 -0.72 2.49 -2.11 0.021

=====

50
Properties=species:S:1:pos:R:3:forces:R:3:lowdin_charge:R:1 method="wB97M-V/def2-TZVPD" charge=0 e_homo_ev=-9.3046 smiles="O=C(Nc1cccc(S(=O)(=O)C(F)F)c1)c1ccc(S(=O)(=O)N2CCCCC2)cc1" orbital_gap_ev=9.072
O -1.767 -2.843 0.247 -0.01 -0.18 0.01 0.093
C -1.642 -1.706 -0.148 -0.03 0.23 -0.08 -0.409
N -2.685 -0.858 -0.416 0.25 0.40 -0.13 0.140
C -4.049 -1.089 -0.276 -0.60 -0.10 0.08 -0.191
C -4.576 -2.275 0.241 0.16 -0.08 0.03 0.016
C -5.944 -2.441 0.362 -0.15 0.22 -0.09 -0.043
C -6.818 -1.435 -0.020 -0.12 -0.17 0.06 -0.055
C -6.281 -0.271 -0.530 -0.40 0.54 -0.11 -0.288
S -7.359 1.083 -0.961 -0.18 0.52 0.40 0.736
O -8.686 0.629 -1.241 -0.16 -0.40 0.26 -0.284
O -6.717 1.966 -1.888 0.45 0.04 0.05 -0.290
C -7.449 2.024 0.669 0.21 -0.51 -0.42 -0.403
F -7.909 1.182 1.608 -0.25 -0.12 0.14 0.061
F -6.191 2.358 1.010 0.23 0.22 -0.01 0.056
C -4.925 -0.074 -0.663 0.29 -0.13 0.01 0.006
C -0.301 -1.099 -0.411 0.39 -0.06 0.00 -0.125
C -0.022 0.245 -0.169 0.08 -0.10 -0.07 -0.012
C 1.249 0.737 -0.406 -0.07 0.12 -0.02 -0.039
C 2.229 -0.108 -0.891 0.45 0.07 -0.06 -0.263
S 3.862 0.574 -1.188 -0.47 -0.02 0.37 0.678
O 4.675 -0.453 -1.780 -0.13 -0.13 0.19 -0.280
O 3.716 1.813 -1.891 -0.05 0.19 0.16 -0.275
N 4.295 0.932 0.388 -0.43 -0.08 -0.95 -0.240
C 5.144 2.094 0.560 0.34 0.55 -0.37 -0.202
C 6.607 1.775 0.261 -0.07 0.03 0.31 -0.174
C 7.071 0.615 1.141 0.01 -0.08 -0.26 -0.198
C 6.173 -0.597 0.904 -0.02 0.10 0.19 -0.180
C 4.713 -0.221 1.160 0.17 -0.64 0.10 -0.196
C 1.971 -1.445 -1.126 0.13 -0.02 -0.08 -0.035
C 0.706 -1.944 -0.875 -0.22 0.10 0.06 0.010
H -2.450 0.043 -0.809 0.06 -0.22 0.04 0.138
H -3.902 -3.061 0.542 -0.01 0.00 0.00 0.104
H -6.331 -3.365 0.762 -0.03 -0.09 0.03 0.113
H -7.888 -1.536 0.060 -0.13 -0.08 0.04 0.117
H -8.077 2.920 0.621 0.03 -0.19 -0.29 0.156
H -4.571 0.859 -1.074 0.13 0.11 -0.05 0.121
H -0.777 0.902 0.237 -0.06 0.06 0.03 0.117
H 1.498 1.771 -0.229 -0.06 0.15 0.09 0.120
H 4.766 2.858 -0.120 0.09 0.13 0.21 0.110
H 5.028 2.439 1.593 -0.05 -0.03 -0.06 0.131
H 6.693 1.494 -0.790 0.08 0.07 -0.06 0.116
H 7.220 2.661 0.436 0.01 0.03 -0.07 0.114
H 8.108 0.362 0.913 0.02 0.01 0.09 0.111
H 7.018 0.912 2.192 0.07 0.02 0.07 0.113
H 6.268 -0.925 -0.132 0.06 -0.08 0.07 0.100
H 6.456 -1.421 1.560 -0.02 -0.05 -0.02 0.114
H 4.049 -1.045 0.892 0.02 -0.09 0.23 0.115
H 4.562 0.020 2.218 -0.07 -0.04 -0.07 0.132
H 2.765 -2.070 -1.505 0.05 -0.13 -0.04 0.117
H 0.475 -2.986 -1.035 0.00 -0.08 0.00 0.124